Record 1
This record from OMol25 describes C4H9NO2 in the gas phase. The level of theory is wB97M-V/def2-TZVPD.

Geometry as XYZ:
```
16
Properties=species:S:1:pos:R:3:forces:R:3:lowdin_charge:R:1
N 2.1656 -0.3113 1.6737 -0.1 0.1 0.1 0.153
C 1.1302 -1.0234 1.1260 -0.1 0.0 0.0 -0.545
O 0.7069 -2.0337 1.6619 0.1 0.3 -0.2 0.044
C 0.5329 -0.5045 -0.1736 0.0 0.1 -0.3 -0.126
C -0.9460 -0.1345 0.0047 -0.1 -0.1 0.0 -0.178
C -1.5027 0.6015 -1.2111 -0.1 -0.4 0.0 -0.282
O -0.9500 1.9039 -1.2290 0.0 0.3 -0.3 -0.074
H 2.4280 -0.5819 2.6114 0.0 0.0 -0.2 0.106
H 2.4070 0.6261 1.3878 -0.2 -0.3 -0.1 0.099
H 1.0641 0.3444 -0.6069 0.2 0.1 0.3 0.108
H 0.6069 -1.2985 -0.9236 0.0 -0.1 0.2 0.125
H -1.4985 -1.0637 0.1062 -0.2 -0.1 0.2 0.114
H -1.0833 0.4427 0.9374 -0.1 -0.1 -0.5 0.130
H -1.2382 0.0439 -2.1286 0.1 0.1 0.2 0.120
H -2.6048 0.6373 -1.1945 0.2 0.0 0.2 0.116
H -1.2182 2.3516 -2.0418 0.1 -0.1 0.2 0.089
```
Forces are in eV/Å.

Values from the calculation:
**SMILES**: NC(=O)CCCO
**LUMO energy**: 0.815 eV
**HOMO level**: -0.3581 hartree
**F_max**: 0.0101 hartree/bohr

Record 2
This record from OMol25 describes a molecular structure, C13H25O7Rb2 at a distorted geometry. The level of theory is wB97M-V/def2-TZVPD.

Geometry as XYZ:
```
47
Properties=species:S:1:pos:R:3:forces:R:3:lowdin_charge:R:1
Rb 4.1162 -1.1138 1.6793 8.1 1.6 3.2 1.419
Rb 4.3542 1.1473 -1.5866 4.9 1.3 -2.4 1.198
O 0.7125 -0.3573 -0.2364 8.7 -0.7 0.5 -0.090
C 1.9054 0.1320 0.1440 1.5 -0.2 3.0 -0.787
O 2.4118 -0.0651 1.2709 -6.7 3.8 -2.7 -0.376
O 2.4265 0.7606 -0.7908 -1.6 0.1 1.5 -0.426
H 0.8288 0.2800 -0.9449 -1.5 -0.6 -1.8 0.026
C -3.8194 -0.6075 0.5266 -0.8 -1.0 0.5 -0.005
C -2.4189 -0.7386 1.0480 1.4 -0.2 -0.1 -0.462
O -2.1151 -0.5970 2.2108 -1.1 -0.5 0.6 0.058
C -1.2700 -1.0466 0.1164 -5.4 -1.9 -2.0 -0.042
H -4.0240 0.3433 0.0344 0.0 0.0 0.2 0.092
H -4.5028 -0.8414 1.3429 0.0 0.9 0.4 0.088
H -4.1202 -1.4211 -0.1334 0.7 0.1 -0.6 0.084
H -0.7757 -1.9780 0.3927 -0.1 0.5 0.1 0.083
H -0.5358 -0.3292 -0.2501 -4.0 -1.3 1.7 -0.058
H -1.7308 -1.1848 -0.8617 -0.4 -1.1 -0.4 0.103
C -0.8740 3.5097 0.3231 -2.0 0.5 -0.7 -0.017
C 0.0456 2.6464 1.0227 2.3 -1.8 2.1 -0.483
O 1.1574 3.0561 1.3286 -0.2 -0.2 -0.3 0.075
C -0.4530 1.2651 1.4672 -0.7 2.4 -0.1 -0.006
H -1.8644 3.0626 0.4078 -0.4 0.5 0.3 0.098
H -0.7665 3.4984 -0.7615 0.5 1.0 0.4 0.047
H -0.7990 4.4834 0.8073 -0.2 0.1 -0.5 0.118
H 0.0514 0.8382 2.3340 0.2 0.1 -0.4 0.120
H -0.5424 0.5975 0.6102 0.0 1.6 1.9 0.032
H -1.4997 1.4343 1.7201 0.2 0.1 0.4 0.092
C 2.2288 -4.9942 1.8047 0.2 -1.3 1.4 0.001
C 2.5228 -3.6241 1.3265 -0.7 -1.7 0.0 -0.484
O 3.6445 -3.1662 1.3454 -0.8 -4.6 -1.2 -0.273
C 1.3308 -2.8612 0.9156 -0.3 1.6 0.2 -0.011
H 2.0076 -5.7608 1.0620 -0.2 0.4 -0.5 0.108
H 1.3856 -4.9760 2.4952 -0.3 0.1 -0.2 0.097
H 3.0213 -5.4343 2.4099 0.4 0.3 -0.2 0.096
H 0.5512 -2.9107 1.6758 -0.1 -0.6 0.0 0.117
H 0.9077 -3.1109 -0.0573 0.2 -0.4 0.1 0.125
H 1.5458 -1.7926 0.9243 0.1 -0.9 -0.1 0.045
C 0.0243 1.3538 -1.9077 -0.1 0.0 -0.2 -0.009
C -0.3026 1.8204 -3.2589 -1.4 1.1 -3.7 -0.377
O 0.0851 1.3155 -4.3308 -0.6 0.9 3.1 0.069
C -1.1735 3.1255 -3.2516 0.6 0.0 -0.7 -0.011
H -0.5528 0.5270 -1.4936 -1.0 0.6 -1.7 0.110
H -0.0793 2.1208 -1.1403 0.5 -0.3 -0.8 0.070
H 1.0582 1.0142 -1.9703 -0.2 0.6 -0.6 0.096
H -0.5575 3.9597 -2.9158 0.2 -0.1 0.8 0.083
H -2.0776 3.0635 -2.6459 0.2 -0.2 0.3 0.086
H -1.4684 3.5560 -4.2086 0.0 -0.9 -0.4 0.082
```
Forces are in eV/Å.

Values from the calculation:
**LUMO energy**: -3.480 eV
**Charge**: +1
**HOMO level**: -0.4216 hartree
**F_max**: 0.1723 hartree/bohr

Record 3
This record from OMol25 describes C3H5NOS in the gas phase at a distorted geometry. The level of theory is wB97M-V/def2-TZVPD.

Geometry as XYZ:
```
11
Properties=species:S:1:pos:R:3:forces:R:3:lowdin_charge:R:1
C 1.1362 -0.9142 0.9680 -0.6 0.6 -3.9 -0.065
C -0.1512 -0.4108 0.1224 -1.1 -2.0 2.5 -0.718
O -0.6503 0.7754 0.6712 0.5 -0.3 3.7 -0.222
N -1.4010 1.5305 -0.1477 1.9 0.0 -3.4 0.008
C -0.8702 1.3769 -1.3474 -1.4 -1.2 3.8 -0.410
S 0.2700 0.0549 -1.4914 0.5 0.8 -2.2 0.965
H 1.8631 -0.0310 0.9083 -1.0 -1.3 0.9 0.098
H 0.7724 -1.3226 1.8979 0.5 0.2 0.4 0.060
H 1.5846 -1.7197 0.2630 -0.6 1.0 1.6 0.090
H -1.0834 -1.1620 0.1863 2.1 0.9 -0.4 0.154
H -1.4702 1.8226 -2.0305 -0.9 1.3 -2.9 0.039
```
Forces are in eV/Å.

Values from the calculation:
**SMILES**: C[C@H]1ON=CS1
**LUMO energy**: 0.738 eV
**HOMO level**: -0.3227 hartree
**F_max**: 0.0827 hartree/bohr

Record 4
This record from OMol25 describes C10H11NOS in the gas phase at a distorted geometry. The level of theory is wB97M-V/def2-TZVPD.

Geometry as XYZ:
```
24
Properties=species:S:1:pos:R:3:forces:R:3:lowdin_charge:R:1
C -2.2431 -1.7677 0.4742 0.2 0.0 0.0 -0.075
C -1.4740 -0.4772 0.4340 0.7 0.4 0.0 -0.330
C -2.3045 0.7457 0.5723 0.0 0.3 -0.6 -0.484
S -3.2347 1.0920 -0.9978 -0.1 0.0 0.3 0.709
C -0.1284 -0.4209 0.2089 -1.1 0.2 0.3 -0.146
C 0.6145 -1.6422 0.0259 0.5 -0.5 -0.1 -0.059
C 1.9135 -1.6685 -0.3337 -0.7 -0.3 0.2 -0.087
C 2.6430 -0.4741 -0.5625 0.2 0.7 0.0 -0.068
C 2.0731 0.7371 -0.3548 0.4 -0.3 -0.2 -0.278
N 2.7451 1.9044 -0.6536 0.1 0.2 0.0 0.117
C 0.6839 0.8214 0.1384 0.3 -0.5 -0.2 -0.069
C 0.3835 2.0381 0.5417 -0.2 1.2 0.5 -0.129
O 0.2803 3.1525 0.8798 -0.1 -0.9 -0.3 0.200
H -1.9250 -2.3912 1.3106 0.0 -0.1 0.0 0.086
H -2.1108 -2.3369 -0.4456 -0.1 -0.1 0.0 0.086
H -3.3033 -1.5572 0.5893 -0.1 -0.1 0.0 0.069
H -1.7337 1.6431 0.8076 -0.3 -0.1 0.2 0.041
H -3.0939 0.6199 1.3124 0.1 0.1 0.1 0.078
H -2.1639 1.1243 -1.7915 0.2 0.0 -0.1 -0.149
H 0.0774 -2.5630 0.1773 0.0 -0.1 0.0 0.095
H 2.4240 -2.6100 -0.4632 0.0 -0.2 0.0 0.103
H 3.6652 -0.5339 -0.9056 0.1 0.1 -0.1 0.105
H 3.7427 1.8044 -0.7631 -0.1 0.1 0.0 0.102
H 2.4691 2.7601 -0.2011 0.1 0.0 0.0 0.082
```
Forces are in eV/Å.

Values from the calculation:
**SMILES**: C/C(CS)=c1\cccc(N)c1=C=O
**LUMO energy (alpha / beta)**: 0.254 / 0.255 eV
**HOMO level (alpha / beta)**: -0.2508 / -0.2508 hartree
**F_max**: 0.0251 hartree/bohr

Record 5
This record from OMol25 describes 2 unconnected molecules or ions with the total composition F3HN2O2S at a distorted geometry. The level of theory is wB97M-V/def2-TZVPD.

Geometry as XYZ:
```
9
Properties=species:S:1:pos:R:3:forces:R:3:lowdin_charge:R:1
N -1.7216 -0.2273 0.2475 -0.3 -1.8 0.2 -0.248
N 2.0185 -0.1038 -0.4672 -1.6 -0.4 2.4 -0.045
O 1.1098 0.6483 -0.2205 1.8 -0.9 -1.4 -0.024
O -1.6702 1.9588 -0.9694 -0.3 0.3 -1.7 -0.456
F -1.4977 -0.8886 1.4887 -0.2 1.1 -0.5 -0.114
F 1.5697 -1.5021 -0.9004 0.0 1.2 0.1 -0.093
F 2.6820 -0.5311 0.8455 -0.3 0.4 -1.3 -0.081
S -1.3947 1.4109 0.3198 0.8 0.0 2.6 0.977
H -1.0958 -0.7651 -0.3440 0.0 0.2 -0.5 0.086
```
Forces are in eV/Å.

Values from the calculation:
**LUMO energy (alpha / beta)**: -4.208 / -1.861 eV
**HOMO level (alpha / beta)**: -0.3278 / -0.4310 hartree
**F_max**: 0.0567 hartree/bohr

Record 6
This record from OMol25 describes 4 unconnected molecules or ions with the total composition C16H21BFN4O4 at a distorted geometry. The level of theory is wB97M-V/def2-TZVPD.

Geometry as XYZ:
```
47
Properties=species:S:1:pos:R:3:forces:R:3:lowdin_charge:R:1
O 0.3134 -2.5534 0.0314 1.5 7.6 -6.1 -0.014
C 0.4392 -1.4934 -0.8100 -1.9 -5.0 4.6 -0.174
F 1.7607 -1.2934 -1.5145 -4.2 -0.1 1.6 -0.043
N -0.7553 -0.5965 -1.0474 4.0 -0.4 0.8 0.146
C -1.5248 -0.2885 0.2178 -0.6 1.8 5.7 -0.157
O -1.1938 0.6034 1.1568 -1.0 -4.9 -6.3 -0.027
C -2.9522 -1.1010 0.4344 -1.8 0.6 -1.1 -0.184
C -3.3328 -2.3096 -0.6093 -0.7 -0.2 -1.9 -0.133
O -4.1507 -1.7318 -1.7215 1.7 0.3 2.5 -0.165
B -4.2609 -0.2708 -1.3741 -1.4 -0.6 0.1 -0.684
O -3.9577 -0.0924 0.0651 2.2 -1.6 1.2 -0.124
H -0.5259 0.2542 -1.6064 -0.2 -0.8 0.6 0.145
H -3.2517 -1.3914 1.5289 1.6 0.6 -1.9 0.165
H -2.4493 -2.8058 -1.2324 -1.5 0.6 2.2 0.127
H -4.1085 -3.0482 -0.1083 2.2 1.1 -0.5 0.132
H -3.5658 0.4242 -2.0183 1.2 0.7 -1.0 0.032
H -5.4027 0.0857 -1.4193 -0.7 0.3 -0.5 0.051
N 0.7444 1.1064 3.6821 0.2 0.0 0.2 0.017
C 0.7402 2.1673 4.5498 0.0 -0.1 -0.1 -0.143
C 1.0925 1.6993 5.7960 -0.1 0.3 -0.1 -0.130
C 1.3229 0.3081 5.6744 0.0 -0.3 -0.2 -0.130
C 1.1036 -0.0307 4.3579 0.0 0.1 -0.1 -0.139
H 0.5186 1.1550 2.6971 -0.1 -0.1 0.2 0.118
H 0.4861 3.1615 4.2075 0.0 -0.2 0.1 0.100
H 1.1758 2.2957 6.6953 0.0 -0.1 -0.2 0.084
H 1.6177 -0.3731 6.4621 -0.1 0.1 -0.1 0.084
H 1.1710 -0.9813 3.8459 0.0 0.2 0.1 0.107
N -1.4408 3.4202 0.3499 0.1 0.4 -0.1 0.020
C -0.9987 4.2339 -0.6606 -0.1 -0.1 0.1 -0.141
C -0.6906 5.4603 -0.1155 0.1 -0.1 -0.3 -0.132
C -0.9505 5.3817 1.2736 -0.1 -0.1 0.3 -0.129
C -1.4099 4.1100 1.5339 0.0 -0.1 -0.1 -0.143
H -1.7419 2.4606 0.2393 0.0 0.2 0.2 0.111
H -0.9428 3.8720 -1.6785 0.0 0.1 0.2 0.103
H -0.3177 6.3185 -0.6593 -0.1 -0.1 0.1 0.083
H -0.8163 6.1678 2.0054 0.0 -0.1 -0.1 0.084
H -1.7179 3.6386 2.4576 0.0 0.1 -0.2 0.107
N 3.5610 -3.3431 -3.3127 0.1 -0.1 -0.1 0.008
C 3.1193 -3.0872 -4.5847 0.0 0.0 0.0 -0.140
C 3.8962 -3.8137 -5.4593 -0.3 0.2 0.0 -0.124
C 4.8357 -4.5378 -4.6871 0.2 -0.1 0.3 -0.128
C 4.6041 -4.2307 -3.3649 0.0 0.0 0.0 -0.145
H 3.1768 -2.9406 -2.4677 0.0 -0.1 -0.3 0.126
H 2.2932 -2.4107 -4.7583 0.1 -0.1 0.0 0.107
H 3.7962 -3.8223 -6.5369 0.0 0.0 0.2 0.087
H 5.5986 -5.2113 -5.0557 -0.1 0.1 0.1 0.085
H 5.0919 -4.5658 -2.4594 -0.1 0.0 -0.2 0.103
```
Forces are in eV/Å.

Values from the calculation:
**LUMO energy**: 1.943 eV
**Charge**: -1
**HOMO level**: -0.1679 hartree
**F_max**: 0.1910 hartree/bohr